(1)
{
  "formula": "C4H10NO",
  "method": "ωB97M-V/def2-TZVPD",
  "species": ["C", "N", "H", "H", "H", "H", "C", "C", "O", "C", "H", "H", "H", "H", "H", "H"],
  "coordinates": [[-0.15721, -2.16040, 0.58387], [1.05389, -1.92757, 0.30685], [-0.43193, -3.04616, 1.14003], [-0.92505, -1.46854, 0.25270], [1.29234, -1.07103, -0.19504], [1.80775, -2.53463, 0.61666], [-0.29202, 0.39748, -1.50629], [-0.27866, 1.00978, -0.33142], [-1.27028, 0.73939, 0.57181], [0.81042, 1.92221, 0.14104], [0.47818, 0.59809, -2.22999], [-1.10843, -0.24862, -1.79629], [-1.41238, 1.50021, 1.14955], [1.53238, 2.10776, -0.64744], [0.40598, 2.88578, 0.46520], [1.32698, 1.48935, 1.00430]],
  "forces_ev_per_angstrom": [[-0.57, -0.16, 0.01], [0.38, 0.11, 0.17], [0.10, -0.10, 0.06], [0.11, 0.06, 0.03], [-0.11, 0.05, -0.22], [-0.05, -0.01, -0.04], [0.01, -0.31, -0.24], [0.29, 0.27, 0.24], [-0.09, -0.01, 0.06], [-0.12, 0.12, 0.13], [0.15, 0.00, -0.09], [-0.12, 0.07, -0.05], [0.04, -0.12, 0.06], [0.04, 0.03, -0.05], [0.00, -0.05, -0.04], [-0.05, 0.04, -0.03]],
  "charge": 1,
  "relative_energy_kcal_mol": 33.74,
  "gap_ev": 8.0,
  "e_tot_ev": -7839.854,
  "lumo_ev": -5.2
}


(2)
{
  "formula": "C4H10NO",
  "method": "ωB97M-V/def2-TZVPD",
  "species": ["C", "C", "C", "C", "N", "H", "H", "H", "H", "H", "H", "H", "H", "H", "H", "O"],
  "coordinates": [[-1.37426, 1.31645, 1.10964], [-0.76517, 0.49681, 0.00419], [-1.34657, 0.16527, -1.13128], [0.65428, -0.88671, 1.31884], [0.51728, -0.15601, 0.30091], [-1.20942, 0.94469, 2.11281], [-2.44925, 1.27209, 0.98462], [-1.09459, 2.35702, 0.95572], [-0.81930, -0.33399, -1.93146], [-2.36951, 0.42961, -1.34906], [1.58901, -1.41089, 1.50091], [-0.14559, -0.99813, 2.03549], [1.26433, -0.12369, -0.42555], [2.26265, -1.61913, -2.28021], [3.07596, -0.68595, -1.39101], [2.21015, -0.76744, -1.81455]],
  "forces_ev_per_angstrom": [[-0.42, -0.19, -0.74], [-0.30, -0.54, 0.72], [0.21, 0.16, -0.58], [0.67, -0.32, 0.52], [-0.32, 0.60, -0.62], [0.46, 0.18, 0.16], [-0.25, 0.08, -0.14], [0.22, 0.04, 0.49], [0.07, -0.32, 0.13], [-0.01, 0.33, 0.08], [-0.08, 0.08, -0.16], [-0.15, 0.08, 0.01], [-0.39, -0.29, 0.09], [-0.19, 0.33, 0.09], [0.11, 0.07, -0.32], [0.37, -0.30, 0.26]],
  "charge": 1,
  "relative_energy_kcal_mol": 31.00,
  "gap_ev": 9.7,
  "e_tot_ev": -7839.973,
  "lumo_ev": -4.8
}


(3)
{
  "formula": "C4H10NO",
  "method": "ωB97M-V/def2-TZVPD",
  "species": ["C", "N", "H", "H", "H", "H", "C", "C", "C", "O", "H", "H", "H", "H", "H", "H"],
  "coordinates": [[0.04693, -0.40925, -1.41600], [1.47714, -0.74614, -1.64040], [-0.57009, -1.18406, -1.89778], [-0.14964, 0.56054, -1.91221], [2.07477, 0.11061, -1.33160], [1.76832, -1.48224, -1.00393], [0.52700, 0.80589, 2.17245], [0.20354, 0.94218, 0.70092], [-0.41467, -0.24825, 0.02360], [-1.88899, -0.35990, -0.03463], [-0.36471, 0.92243, 2.84082], [1.02048, -0.16248, 2.43257], [1.20531, 1.62471, 2.42989], [-0.12244, 1.90581, 0.41249], [-0.08098, -1.18686, 0.53985], [-2.18588, 0.45021, 0.36385]],
  "forces_ev_per_angstrom": [[1.16, 0.45, -1.61], [0.47, 2.53, 1.51], [0.07, 0.33, 0.42], [-0.03, -0.57, -0.11], [-1.12, -1.94, -0.97], [-0.01, -0.26, -0.18], [2.32, -0.15, -1.65], [-4.04, -2.44, 3.90], [0.60, -2.82, -0.15], [2.39, 1.28, 0.38], [-0.03, 0.04, -0.89], [-0.64, 0.58, -0.29], [-0.14, 0.08, 0.37], [0.49, 1.36, -1.04], [-0.24, 0.95, 0.00], [-1.25, 0.57, 0.32]],
  "charge": 1,
  "relative_energy_kcal_mol": 107.82,
  "gap_ev": 5.4,
  "e_tot_ev": -7836.641,
  "lumo_ev": -8.6
}


Computed values of strongest force on any atom (unit: eV/A) for the preceding records, in sequence: 0.6, 0.9, 6.1.